Run a
This record from OMol25 describes a cluster of 2 separate species, C5H15N3 in total. The level of theory is ωB97M-V with the def2-TZVPD basis set.

As for the SMILES: CC(N)=C(N)N.CC. As for the HOMO-LUMO gap: 8.18 eV. The HOMO energy is -7.2 eV. The calculation puts the LUMO energy at 0.94 eV.

```
! RIJCOSX wB97M-V def2-TZVPD def2/J DEFGRID3
* xyz 0 1
C -1.20 1.57 0.76
C 0.08 0.80 0.60
N 1.26 1.57 0.74
C 0.16 -0.58 0.87
N -0.97 -1.28 1.42
N 1.43 -1.07 1.33
H -1.08 2.59 0.38
H -2.02 1.10 0.22
H -1.49 1.65 1.82
H 2.08 1.00 0.62
H 1.27 2.38 0.13
H -1.22 -1.01 2.36
H -1.79 -1.23 0.83
H 1.41 -2.08 1.39
H 1.67 -0.71 2.26
C 0.03 0.09 -2.24
C 0.07 -1.33 -1.89
H 0.98 0.48 -2.62
H -0.79 0.37 -2.90
H -0.08 0.67 -1.21
H -0.89 -1.85 -1.93
H 0.86 -1.91 -2.35
H 0.25 -1.23 -0.59
*
```

Löwdin population analysis, charges in e, atoms 1 to 2: -0.0502 -0.3957

Run b
This record from OMol25 describes the molecule C5H15N3. The level of theory is ωB97M-V with the def2-TZVPD basis set.

As for the SMILES: NCCCCNCN. As for the HOMO-LUMO gap: 9.95 eV. The HOMO energy is -8.9 eV. The calculation puts the LUMO energy at 1.02 eV.

```
! RIJCOSX wB97M-V def2-TZVPD def2/J DEFGRID3
* xyz 0 1
N 0.28 0.74 -3.17
C 0.33 1.08 -1.75
C 1.43 0.40 -0.96
C 1.45 0.81 0.52
C 0.13 0.60 1.25
N -0.31 -0.79 1.18
C -1.60 -1.00 1.86
N -2.17 -2.31 1.61
H 0.39 -0.26 -3.31
H 1.02 1.18 -3.71
H 0.33 2.16 -1.64
H -0.64 0.76 -1.36
H 2.41 0.67 -1.37
H 1.37 -0.69 -1.03
H 2.20 0.24 1.06
H 1.71 1.86 0.55
H 0.26 0.81 2.32
H -0.64 1.30 0.94
H -0.34 -1.07 0.20
H -1.37 -0.92 2.92
H -2.30 -0.22 1.56
H -2.52 -2.34 0.66
H -1.42 -2.99 1.67
*
```

Löwdin population analysis, charges in e, atoms 1 to 2: -0.0158 -0.3056

Which one sits at the top of the stability order? run b does.

Run a
This record from OMol25 describes a cluster of 2 separate species, C5H15N3 in total. The level of theory is ωB97M-V with the def2-TZVPD basis set.

As for the SMILES: CC(N)=C(N)N.CC. As for the HOMO-LUMO gap: 7.59 eV. The HOMO energy is -6.6 eV. The calculation puts the LUMO energy at 0.99 eV.

```
! RIJCOSX wB97M-V def2-TZVPD def2/J DEFGRID3
* xyz 0 1
C 1.38 1.27 -0.06
C 1.11 -0.21 -0.27
N 1.90 -0.79 -1.34
C 0.90 -1.05 0.82
N 1.29 -2.38 0.77
N 0.01 -0.68 1.80
H 2.45 1.47 0.03
H 0.99 1.83 -0.91
H 0.87 1.65 0.83
H 1.31 -1.26 -2.01
H 2.48 -0.10 -1.80
H 2.05 -2.54 0.13
H 1.10 -2.92 1.61
H -0.67 0.02 1.41
H -0.50 -1.45 2.22
C -2.31 1.59 -0.17
C -1.90 0.18 -0.59
H -2.21 1.71 0.91
H -3.34 1.82 -0.43
H -1.66 2.34 -0.63
H -2.55 -0.56 -0.12
H -2.07 0.05 -1.66
H -0.62 0.00 -0.53
*
```

Löwdin population analysis, charges in e, atoms 1 to 2: -0.0694 -0.4284

Run b
This record from OMol25 describes the molecule C5H15N3. The level of theory is ωB97M-V with the def2-TZVPD basis set.

As for the SMILES: NCCCCNCN. As for the HOMO-LUMO gap: 9.86 eV. The HOMO energy is -8.7 eV. The calculation puts the LUMO energy at 1.19 eV.

```
! RIJCOSX wB97M-V def2-TZVPD def2/J DEFGRID3
* xyz 0 1
N 2.00 -1.31 -0.64
C 1.25 -0.83 -1.80
C 0.49 0.45 -1.46
C -1.03 0.27 -1.32
C -1.54 -0.27 0.00
N -1.58 0.71 1.10
C -0.70 0.44 2.17
N 0.75 0.65 1.84
H 2.48 -0.52 -0.23
H 2.69 -2.03 -0.82
H 1.90 -0.69 -2.68
H 0.54 -1.61 -2.11
H 0.62 1.18 -2.27
H 0.87 0.95 -0.58
H -1.49 1.24 -1.55
H -1.39 -0.42 -2.08
H -2.56 -0.65 -0.13
H -1.00 -1.15 0.36
H -1.36 1.63 0.73
H -0.87 1.13 3.00
H -0.79 -0.55 2.57
H 1.29 -0.21 1.83
H 1.20 1.25 2.52
*
```

Löwdin population analysis, charges in e, atoms 1 to 2: -0.0163 -0.2882

Which one sits at the top of the stability order? run b does.

Run a
This record from OMol25 describes a cluster of 2 separate species, C5H15N3 in total. The level of theory is ωB97M-V with the def2-TZVPD basis set.

As for the SMILES: [H]/N=C/NC.CCCN. As for the HOMO-LUMO gap: 9.60 eV. The HOMO energy is -8.5 eV. The calculation puts the LUMO energy at 1.05 eV.

```
! RIJCOSX wB97M-V def2-TZVPD def2/J DEFGRID3
* xyz 0 1
H 2.75 3.70 0.76
N 1.97 3.17 0.39
C 2.29 1.94 0.28
N 1.46 1.00 -0.22
C 1.74 -0.42 -0.24
H 3.27 1.55 0.58
H 0.58 1.32 -0.60
H 1.50 -0.84 -1.22
H 2.80 -0.59 -0.12
H 1.20 -0.97 0.53
C -1.97 -2.38 1.49
C -1.61 -1.99 0.06
C -1.86 -0.52 -0.19
N -1.59 -0.18 -1.59
H -2.99 -2.08 1.74
H -1.30 -1.89 2.21
H -1.90 -3.45 1.66
H -0.56 -2.24 -0.11
H -2.20 -2.60 -0.63
H -1.22 0.10 0.44
H -2.90 -0.29 0.11
H -1.97 0.73 -1.82
H -2.03 -0.85 -2.21
*
```

Löwdin population analysis, charges in e, atoms 1 to 2: 0.0204 0.0415

Run b
This record from OMol25 describes a cluster of 2 separate species, C5H15N3 in total. The level of theory is ωB97M-V with the def2-TZVPD basis set.

As for the SMILES: [H]/N=C(\N)CC(C)C.N. As for the HOMO-LUMO gap: 9.47 eV. The HOMO energy is -8.5 eV. The calculation puts the LUMO energy at 0.92 eV.

```
! RIJCOSX wB97M-V def2-TZVPD def2/J DEFGRID3
* xyz 0 1
H 2.65 1.19 0.18
N 1.71 0.84 0.31
C 1.23 0.23 -0.73
N 1.82 0.26 -1.96
C -0.02 -0.60 -0.66
C -0.74 -0.63 0.70
C 0.06 -1.41 1.74
C -2.14 -1.22 0.54
H 1.25 0.05 -2.77
H 2.55 0.93 -2.13
H -0.71 -0.23 -1.42
H 0.26 -1.63 -0.93
H -0.84 0.41 1.05
H 1.05 -0.97 1.85
H 0.17 -2.45 1.44
H -0.44 -1.39 2.71
H -2.66 -1.25 1.49
H -2.74 -0.62 -0.15
H -2.08 -2.24 0.15
N -0.15 2.56 -0.52
H 0.75 2.05 0.11
H 0.13 3.51 -0.78
H -1.12 2.61 -0.23
*
```

Löwdin population analysis, charges in e, atoms 1 to 2: 0.0656 0.0499

Which one sits at the top of the stability order? run a does.

Run a
This record from OMol25 describes the molecule C5H15N3. The level of theory is ωB97M-V with the def2-TZVPD basis set.

As for the SMILES: CC[C@H](CN)NCN. As for the HOMO-LUMO gap: 9.41 eV. The HOMO energy is -8.4 eV. The calculation puts the LUMO energy at 1.00 eV.

```
! RIJCOSX wB97M-V def2-TZVPD def2/J DEFGRID3
* xyz 0 1
C -2.59 -0.71 0.50
C -1.73 -0.62 -0.73
C -0.37 0.19 -0.62
C 0.68 -0.35 -1.60
N 1.83 0.54 -1.74
N 0.10 0.09 0.78
C 1.34 0.80 1.19
N 1.43 0.94 2.63
H -3.59 -0.27 0.37
H -2.00 -0.10 1.25
H -2.64 -1.68 0.97
H -1.32 -1.58 -0.99
H -2.24 -0.34 -1.66
H -0.65 1.20 -0.92
H 0.14 -0.65 -2.52
H 1.21 -1.23 -1.19
H 2.54 -0.01 -2.21
H 1.76 1.45 -2.16
H 0.29 -0.88 1.01
H 1.34 1.79 0.70
H 2.21 0.21 0.80
H 1.72 0.08 3.09
H 0.53 1.14 3.05
*
```

Löwdin population analysis, charges in e, atoms 1 to 2: -0.1173 -0.2254

Run b
This record from OMol25 describes the molecule C5H15N3. The level of theory is ωB97M-V with the def2-TZVPD basis set.

As for the SMILES: CN(CCN)CCN. As for the HOMO-LUMO gap: 8.93 eV. The HOMO energy is -7.9 eV. The calculation puts the LUMO energy at 1.01 eV.

```
! RIJCOSX wB97M-V def2-TZVPD def2/J DEFGRID3
* xyz 0 1
C 0.11 0.14 2.21
N 0.25 0.80 0.90
C 1.47 0.38 0.22
C 1.51 -0.87 -0.66
N 2.38 -0.54 -1.83
C -0.92 1.00 0.06
C -1.88 -0.19 -0.13
N -2.84 0.20 -1.18
H 1.02 -0.37 2.49
H -0.60 -0.69 2.19
H -0.20 0.89 2.92
H 1.71 1.30 -0.41
H 2.25 0.54 1.01
H 2.03 -1.69 -0.18
H 0.50 -1.08 -1.03
H 2.71 -1.37 -2.30
H 3.16 0.01 -1.48
H -0.41 1.27 -0.86
H -1.53 1.84 0.41
H -1.47 -1.13 -0.51
H -2.37 -0.45 0.83
H -3.74 0.49 -0.81
H -3.11 -0.49 -1.87
*
```

Löwdin population analysis, charges in e, atoms 1 to 2: -0.0787 -0.2411

Which one sits at the top of the stability order? run a does.